No. 1
{
  "formula": "C3H2ClNO3",
  "method": "ωB97M-V with the def2-TZVPD basis set",
  "lumo_ev": 0.53,
  "homo_energy_ev": -8.9,
  "smiles": "O=c1occ(Cl)n1O",
  "mol_weight_g_mol": 135.51,
  "orbital_gap_ev": 9.4742,
  "e_above_lowest_kcal_mol": 0.0,
  "fmax_ev_per_a": 2.706,
  "charge": 0,
  "e_tot_ha": -856.1178,
  "elements": ["C", "C", "C", "H", "H", "N", "O", "O", "O", "Cl"],
  "positions_angstrom": [[0.996, 0.087, 0.317], [1.124, 0.663, -0.874], [-0.980, -0.080, -0.706], [-1.793, -0.639, 1.465], [1.899, 1.223, -1.364], [-0.274, -0.376, 0.446], [-0.860, -0.998, 1.518], [-0.097, 0.568, -1.530], [-2.146, -0.302, -0.900], [2.131, -0.146, 1.627]],
  "atomic_forces_ev_per_a": [[1.9876, -0.0435, 1.8361], [-0.1380, 0.1872, -0.2204], [0.0520, -0.0556, 0.3821], [1.0786, -0.5906, 0.2010], [0.0489, -0.2318, 0.0898], [-1.1270, -0.0605, -1.2270], [-0.9584, 0.6708, -0.2518], [-0.3940, -0.2604, 0.3360], [0.1427, 0.1078, -0.1220], [-0.6923, 0.2765, -1.0238]]
}

No. 2
{
  "formula": "C32H69Br22O2P",
  "method": "ωB97M-V with the def2-TZVPD basis set",
  "lumo_ev": 0.12,
  "homo_energy_ev": -7.5,
  "smiles": "CCC[PH2](CCOCC)C[C@H](C)O.BrCCBr.BrCCBr.BrCCBr.BrCCBr.BrCCBr.BrCCBr.BrCCBr.BrCCBr.BrCCBr.BrCCBr.BrCCBr",
  "mol_weight_g_mol": 2274.76,
  "orbital_gap_ev": 7.6482,
  "e_above_lowest_kcal_mol": 0.0,
  "fmax_ev_per_a": 0.489,
  "charge": 0,
  "e_tot_ha": -58380.7504,
  "elements": ["C", "C", "C", "P", "C", "C", "O", "C", "C", "C", "C", "C", "O", "H", "H", "H", "H", "H", "H", "H", "H", "H", "H", "H", "H", "H", "H", "H", "H", "H", "H", "H", "H", "H", "H", "H", "H", "H", "Br", "C", "C", "Br", "H", "H", "H", "H", "Br", "C", "C", "Br", "H", "H", "H", "H", "Br", "C", "C", "Br", "H", "H", "H", "H", "Br", "C", "C", "Br", "H", "H", "H", "H", "Br", "C", "C", "Br", "H", "H", "H", "H", "Br", "C", "C", "Br", "H", "H", "H", "H", "Br", "C", "C", "Br", "H", "H", "H", "H", "Br", "C", "C", "Br", "H", "H", "H", "H", "Br", "C", "C", "Br", "H", "H", "H", "H", "Br", "C", "C", "Br", "H", "H", "H", "H", "Br", "C", "C", "Br", "H", "H", "H", "H"],
  "positions_angstrom": [[3.357, -0.364, -1.176], [4.134, -0.887, -2.388], [3.489, -0.709, -3.794], [1.782, 0.014, -3.799], [0.925, -1.711, -3.849], [-0.543, -1.534, -3.477], [-0.748, -1.878, -2.111], [-1.162, -0.810, -1.285], [-2.503, -0.185, -1.689], [2.446, 1.818, -3.804], [1.437, 2.901, -3.414], [2.097, 4.274, -3.254], [0.696, 2.580, -2.234], [2.380, -0.847, -1.074], [3.223, 0.721, -1.207], [3.916, -0.589, -0.260], [4.299, -1.953, -2.234], [5.116, -0.401, -2.396], [4.118, -0.087, -4.437], [3.415, -1.688, -4.276], [1.090, 0.249, -2.593], [1.080, 0.326, -5.005], [1.013, -2.121, -4.863], [1.378, -2.405, -3.133], [-1.192, -2.167, -4.090], [-0.844, -0.485, -3.637], [-1.209, -1.225, -0.273], [-0.394, -0.025, -1.268], [-3.052, -0.840, -2.370], [-3.101, 0.011, -0.799], [-2.313, 0.763, -2.207], [3.370, 1.916, -3.213], [2.739, 2.012, -4.848], [0.684, 2.983, -4.210], [1.383, 4.977, -2.820], [2.957, 4.190, -2.578], [2.460, 4.653, -4.212], [1.313, 2.333, -1.546], [2.236, -4.065, -0.084], [3.713, -4.860, 0.900], [4.927, -3.974, 0.916], [5.829, -3.973, -0.811], [3.922, -5.817, 0.435], [3.352, -5.015, 1.915], [5.655, -4.341, 1.635], [4.680, -2.940, 1.139], [-1.823, -1.084, 3.093], [-3.459, -2.097, 2.797], [-4.048, -1.817, 1.442], [-4.898, -0.069, 1.357], [-4.130, -1.841, 3.608], [-3.173, -3.143, 2.881], [-4.829, -2.536, 1.207], [-3.297, -1.828, 0.657], [-1.976, 2.336, -4.730], [-2.838, 4.076, -4.572], [-2.525, 4.763, -3.269], [-3.566, 4.002, -1.822], [-3.906, 3.915, -4.688], [-2.461, 4.654, -5.413], [-2.821, 5.809, -3.312], [-1.478, 4.690, -2.988], [-6.954, 5.405, -3.734], [-7.542, 5.182, -1.896], [-7.504, 3.743, -1.464], [-8.940, 2.719, -2.280], [-8.543, 5.599, -1.843], [-6.861, 5.778, -1.291], [-7.660, 3.677, -0.390], [-6.576, 3.251, -1.735], [5.157, -8.286, 1.590], [6.834, -7.785, 0.735], [6.967, -8.403, -0.630], [7.355, -10.306, -0.517], [7.625, -8.094, 1.410], [6.818, -6.699, 0.658], [7.802, -7.957, -1.164], [6.061, -8.304, -1.220], [-4.417, -2.492, 6.422], [-3.169, -3.597, 7.421], [-1.872, -3.787, 6.680], [-2.055, -5.037, 5.202], [-3.673, -4.538, 7.617], [-2.998, -3.072, 8.358], [-1.122, -4.220, 7.339], [-1.498, -2.859, 6.258], [-0.461, 4.594, 0.336], [-0.879, 5.936, 1.680], [-2.360, 6.107, 1.886], [-3.190, 7.122, 0.450], [-0.404, 6.861, 1.367], [-0.416, 5.579, 2.599], [-2.542, 6.686, 2.787], [-2.884, 5.157, 1.943], [2.212, -2.699, 3.510], [3.403, -2.126, 4.934], [4.849, -2.360, 4.585], [5.318, -4.247, 4.673], [3.108, -2.670, 5.826], [3.215, -1.064, 5.075], [5.500, -1.859, 5.298], [5.086, -2.027, 3.579], [8.389, -8.799, 4.082], [7.313, -10.419, 4.062], [6.541, -10.596, 5.341], [7.679, -11.146, 6.818], [7.997, -11.240, 3.874], [6.631, -10.308, 3.221], [5.800, -11.384, 5.225], [6.052, -9.678, 5.651], [-11.689, 5.992, -3.326], [-10.547, 5.246, -4.712], [-11.331, 4.770, -5.907], [-12.275, 3.108, -5.547], [-9.983, 4.442, -4.247], [-9.869, 6.046, -5.001], [-10.650, 4.550, -6.726], [-12.076, 5.488, -6.233], [1.113, 9.400, 0.886], [1.282, 10.058, 2.707], [0.602, 9.151, 3.698], [-1.335, 9.307, 3.613], [0.862, 11.059, 2.716], [2.349, 10.106, 2.910], [0.879, 9.421, 4.714], [0.839, 8.106, 3.522]],
  "atomic_forces_ev_per_a": [[0.0671, -0.0844, 0.1434], [-0.0857, 0.1419, 0.0115], [-0.0061, -0.0317, -0.2370], [-0.1211, -0.3427, 0.0763], [-0.0980, 0.1720, -0.1082], [0.2040, -0.0319, -0.0012], [-0.0015, -0.1323, 0.0088], [-0.0745, 0.1082, 0.2151], [0.4128, 0.2472, -0.0878], [0.1067, 0.2071, -0.1938], [0.2156, 0.2015, -0.3593], [0.0735, -0.2900, 0.1443], [-0.2733, 0.0744, -0.1818], [0.0974, 0.0834, -0.0322], [-0.0529, -0.0952, -0.0316], [-0.0433, 0.0155, -0.1102], [0.0811, 0.0772, 0.0058], [-0.0738, -0.1543, -0.0050], [-0.0520, 0.0036, 0.1465], [-0.0015, 0.1332, 0.0337], [0.0882, 0.1228, -0.0396], [-0.0276, 0.0516, 0.0121], [0.1165, -0.0545, 0.0925], [0.0024, -0.0306, -0.1038], [-0.0311, 0.0740, 0.0378], [-0.0918, -0.1180, -0.1030], [0.0074, -0.0506, -0.1011], [-0.0550, -0.0366, 0.0661], [-0.0267, -0.0431, 0.1613], [-0.0708, 0.1122, -0.1783], [-0.3069, -0.1595, 0.1240], [-0.1608, -0.0035, 0.1119], [0.0795, -0.0171, 0.1402], [0.0630, -0.1305, 0.2738], [0.0315, 0.0531, -0.0812], [-0.1159, 0.0878, -0.0394], [-0.0368, -0.0057, 0.0271], [0.2421, -0.0388, 0.2795], [0.0324, 0.0073, -0.0313], [-0.1494, 0.0502, -0.0014], [0.0514, -0.0303, -0.0283], [0.0790, -0.0292, 0.0376], [-0.0246, -0.0541, 0.0141], [0.0266, 0.0197, 0.0103], [-0.0042, -0.0227, 0.0055], [-0.0310, 0.0085, -0.0036], [-0.0152, -0.0163, 0.0526], [0.1308, -0.0141, -0.0197], [-0.0598, 0.0640, -0.0824], [-0.0302, 0.0074, 0.0818], [-0.0281, -0.0050, -0.0232], [-0.0052, -0.0036, -0.0139], [0.0010, -0.0117, 0.0444], [-0.0098, -0.0452, -0.0113], [-0.1948, 0.0104, 0.0024], [0.0947, 0.0175, -0.1199], [-0.1245, 0.0417, 0.0317], [-0.0124, -0.2070, 0.0953], [0.0050, -0.0189, -0.0317], [0.0090, 0.0502, 0.0279], [0.0094, -0.0027, -0.0587], [0.0112, -0.0616, 0.0426], [0.0302, 0.0346, -0.0901], [0.0830, 0.0934, 0.0251], [-0.0671, -0.0741, -0.0137], [0.0020, -0.0918, 0.0121], [-0.0202, 0.0140, 0.0241], [0.0401, -0.0307, -0.0203], [-0.0095, -0.0103, 0.0288], [0.0315, 0.0381, 0.0088], [0.0451, -0.0049, 0.0484], [-0.0811, 0.0946, 0.0008], [0.0538, -0.0910, -0.0106], [-0.0341, 0.0192, -0.0034], [0.0190, 0.0104, 0.0091], [-0.0263, -0.0047, -0.0430], [0.0131, 0.0044, 0.0213], [-0.0011, 0.0302, -0.0056], [-0.0496, -0.0400, 0.0582], [-0.0152, 0.0970, -0.0275], [0.0327, -0.0921, -0.0435], [0.0004, 0.0660, -0.0129], [0.0137, -0.0138, 0.0058], [0.0297, 0.0078, -0.0091], [-0.0127, -0.0091, 0.0155], [-0.0059, 0.0167, -0.0026], [0.0475, 0.0971, -0.0750], [0.0515, -0.1143, 0.0087], [-0.0745, 0.0449, -0.0124], [0.0296, 0.0040, 0.0115], [-0.0051, 0.0073, 0.0039], [-0.0369, 0.0124, 0.0256], [0.0131, -0.0017, 0.0092], [0.0278, -0.0153, -0.0242], [0.0050, 0.0337, 0.0234], [-0.1015, -0.0272, -0.0798], [0.0505, -0.0702, 0.0600], [-0.0064, 0.0175, -0.0517], [0.0245, 0.0175, 0.0325], [0.0270, 0.0109, -0.0196], [-0.0071, -0.0091, 0.0169], [-0.0012, 0.0334, 0.0008], [0.0321, -0.0277, 0.0418], [0.0039, 0.0602, -0.0984], [0.0237, -0.0535, 0.0706], [-0.0181, 0.0408, -0.0177], [-0.0094, -0.0193, 0.0123], [-0.0097, 0.0114, 0.0112], [0.0121, -0.0112, -0.0175], [-0.0236, 0.0053, -0.0233], [0.0379, -0.0435, 0.0145], [-0.0501, 0.0556, -0.0381], [0.0393, -0.0903, 0.0239], [-0.0183, 0.0454, 0.0131], [0.0081, 0.0368, -0.0350], [-0.0180, -0.0076, -0.0034], [0.0047, -0.0027, 0.0005], [0.0082, 0.0247, 0.0108], [-0.0207, 0.0295, 0.0268], [0.0380, -0.0335, -0.0990], [-0.0862, 0.0201, 0.0446], [0.0471, -0.0303, -0.0215], [0.0068, 0.0107, 0.0253], [-0.0007, -0.0206, 0.0124], [0.0041, 0.0277, -0.0089], [0.0302, -0.0034, 0.0112]]
}

No. 3
{
  "formula": "C5H6O",
  "method": "ωB97M-V with the def2-TZVPD basis set",
  "lumo_ev": [0.00, 0.00],
  "homo_energy_ev": [-7.6, -7.6],
  "mol_weight_g_mol": 82.10,
  "orbital_gap_ev": [7.5734, 7.5728],
  "e_above_lowest_kcal_mol": 124.7,
  "fmax_ev_per_a": 0.443,
  "charge": 0,
  "e_tot_ha": -269.1475,
  "elements": ["O", "C", "C", "C", "C", "C", "H", "H", "H", "H", "H", "H"],
  "positions_angstrom": [[-1.383, -1.027, -0.311], [-0.727, -0.601, 0.702], [-0.422, 0.916, 0.598], [0.258, 0.870, -0.773], [1.230, -0.090, -0.514], [1.438, -1.092, 0.210], [-0.820, -1.192, 1.610], [0.201, 1.248, 1.438], [-1.376, 1.461, 0.616], [-0.963, -0.351, -1.030], [0.258, 1.650, -1.522], [2.110, -1.586, 0.885]],
  "atomic_forces_ev_per_a": [[0.1024, 0.0843, 0.1142], [-0.1925, -0.0100, 0.0380], [-0.1287, -0.0417, 0.0639], [0.2505, 0.0896, 0.0230], [-0.2229, -0.2787, 0.2179], [0.1896, 0.3267, -0.2311], [0.0686, 0.0625, -0.0460], [-0.0845, -0.0754, -0.1972], [0.1106, -0.0340, 0.0224], [-0.0478, -0.0161, -0.0805], [0.0472, -0.1682, 0.1422], [-0.0924, 0.0608, -0.0668]]
}